Record 1
An isolated molecule of C3H7BS3 in a non-equilibrium geometry. Source: the Open Molecules 2025 dataset; level of theory: ωB97M-V with the def2-TZVPD basis set.

Atoms and positions in Å:
B 0.681 -0.650 0.470
C 1.237 1.944 0.919
C -0.173 1.929 0.330
C -0.482 -3.239 -0.366
S 1.909 0.299 1.400
S -0.591 0.273 -0.445
S 0.780 -2.400 0.648
H 2.019 2.290 0.286
H 1.242 2.507 1.789
H -0.864 2.191 1.063
H -0.319 2.608 -0.558
H -1.528 -2.757 -0.359
H -0.636 -4.272 -0.284
H -0.162 -3.176 -1.433

The lowest unoccupied orbital energy comes out at 0.48 eV. As for the calculated total energy: -36408.269 eV. The value obtained for the orbital gap is 9.28 eV. The SMILES is CSB1SCCS1.

***

Record 2
A structure of composition C3H4FIS2. Source: the Open Molecules 2025 dataset; level of theory: ωB97M-V with the def2-TZVPD basis set.

Atoms and positions in Å:
C 2.197 0.569 0.022
C -1.706 -0.708 0.042
C -0.523 0.241 0.012
F -1.728 -1.479 -1.086
S 1.918 2.127 -0.292
S 1.044 -0.681 0.241
I 4.162 -0.259 0.233
H -1.659 -1.391 0.897
H -2.645 -0.145 0.061
H -0.464 0.755 -0.948
H -0.598 0.971 0.818

The lowest unoccupied orbital energy comes out at -0.50 eV. As for the calculated total energy: -35663.847 eV. The value obtained for the orbital gap is 8.45 eV.

***

Record 3
A structure of composition C9H7NNiO4S in a non-equilibrium geometry. Source: the Open Molecules 2025 dataset; level of theory: ωB97M-V with the def2-TZVPD basis set.

Atoms and positions in Å:
Ni 0.072 1.115 -0.244
C 0.089 1.178 1.597
O -0.033 1.716 2.615
C -0.030 2.889 -0.367
O -0.188 4.028 -0.331
C -1.822 0.897 -0.323
O -2.955 0.899 -0.522
C 1.918 1.423 -0.506
O 3.058 1.657 -0.431
C -0.055 -0.299 -1.894
H 0.877 -0.867 -1.866
H -0.965 -0.905 -1.954
C -0.063 1.039 -2.280
H -0.975 1.517 -2.652
H 0.840 1.525 -2.644
S -0.816 -3.536 1.013
C 0.380 -3.022 2.213
C 0.732 -1.681 2.023
N 0.045 -1.124 0.957
C -0.804 -1.944 0.389
H 0.778 -3.640 3.000
H 1.441 -1.080 2.638
H -1.524 -1.783 -0.431

The lowest unoccupied orbital energy (alpha / beta) comes out at -8.77 / -10.40 eV. As for the calculated total energy: -70982.996 eV. The value obtained for the orbital gap (alpha / beta) is 8.14 / 6.53 eV. The charge is +2. Its spin multiplicity is 3.

***

Record 4
A structure of composition C33H57Cl2NO2P2Ru in a non-equilibrium geometry. Source: the Open Molecules 2025 dataset; level of theory: ωB97M-V with the def2-TZVPD basis set.

Atoms and positions in Å:
Ru -1.397 0.313 0.566
Cl -0.733 1.055 -1.524
P -3.247 -0.495 -0.423
C -3.361 -1.391 -2.025
C -4.076 -1.336 0.981
C -4.010 1.142 -0.794
C -2.112 -2.236 -2.298
H -3.394 -0.567 -2.759
C -4.646 -2.212 -2.144
H -4.620 -3.100 -1.502
H -4.722 -2.557 -3.182
H -5.550 -1.635 -1.918
H -1.245 -1.592 -2.491
H -2.296 -2.859 -3.183
H -1.881 -2.897 -1.451
H -3.409 1.506 -1.645
C -3.797 2.092 0.379
C -5.464 1.033 -1.252
H -5.552 0.527 -2.222
H -5.859 2.047 -1.379
H -6.093 0.514 -0.515
H -2.846 1.884 0.933
H -4.648 2.066 1.072
H -3.714 3.114 -0.014
C -3.567 -2.771 1.136
H -5.149 -1.342 0.738
C -3.811 -0.522 2.253
H -3.718 -3.379 0.235
H -4.103 -3.240 1.974
H -2.496 -2.753 1.383
H -2.748 -0.147 2.264
H -3.932 -1.164 3.136
H -4.492 0.333 2.358
Cl -0.300 -1.282 1.879
H -1.502 -1.060 -0.232
P 3.545 0.603 -0.163
C 3.653 2.268 -0.854
C 4.377 0.224 1.442
C 3.559 -0.620 -1.502
C 2.451 3.063 -0.298
H 3.485 2.119 -1.940
C 5.007 2.960 -0.672
H 5.234 3.153 0.383
H 4.971 3.928 -1.185
H 5.823 2.378 -1.119
H 1.505 2.625 -0.641
H 2.509 4.097 -0.657
H 2.415 3.070 0.800
H 2.943 -0.135 -2.284
C 2.830 -1.914 -1.085
C 4.964 -0.862 -2.073
H 5.304 -0.003 -2.664
H 4.944 -1.730 -2.741
H 5.698 -1.059 -1.282
H 1.903 -1.698 -0.539
H 3.472 -2.551 -0.467
H 2.558 -2.482 -1.983
C 4.086 1.300 2.501
H 5.450 0.243 1.185
C 3.993 -1.171 1.964
H 4.473 2.287 2.226
H 4.575 1.011 3.437
H 3.008 1.391 2.687
H 2.899 -1.288 2.012
H 4.391 -1.300 2.979
H 4.417 -1.976 1.352
C 4.208 1.227 6.717
C 3.131 0.300 6.223
C 3.386 -1.070 6.155
C 2.454 -1.958 5.607
C 1.265 -1.460 5.098
C 0.986 -0.086 5.167
N -0.074 0.371 4.405
C -1.007 1.382 4.671
C -1.807 1.398 5.822
C -2.733 2.421 6.003
C -2.866 3.437 5.057
C -2.070 3.437 3.906
C -1.158 2.404 3.719
C -0.161 2.379 2.578
O 1.019 2.680 2.832
O -0.609 2.099 1.399
C 1.890 0.801 5.807
C 1.561 2.250 5.909
H 4.474 1.982 5.963
H 3.908 1.759 7.628
H 5.115 0.657 6.946
H 4.346 -1.436 6.533
H 2.661 -3.029 5.562
H 0.534 -2.116 4.627
H -0.291 -0.233 3.592
H -1.684 0.591 6.546
H -3.349 2.428 6.904
H -3.577 4.252 5.212
H -2.135 4.219 3.145
H 1.497 2.707 4.906
H 0.596 2.407 6.410
H 2.321 2.792 6.482

The lowest unoccupied orbital energy (alpha / beta) comes out at 0.26 / -2.34 eV. As for the calculated total energy: -86934.333 eV. The value obtained for the orbital gap (alpha / beta) is 5.70 / 4.41 eV. Its spin multiplicity is 5.

***

Record 5
A structure of composition C45H52BrIrN2O3P2S3 in a non-equilibrium geometry. Source: the Open Molecules 2025 dataset; level of theory: ωB97M-V with the def2-TZVPD basis set.

Atoms and positions in Å:
Ir 0.242 -0.286 0.113
C -1.180 1.537 3.256
C -2.149 1.642 2.082
C -3.585 1.707 2.609
P -1.839 0.317 0.866
C -2.661 -1.259 1.358
C -2.168 -1.711 2.735
C -4.186 -1.286 1.246
C -2.648 0.824 -0.665
C -3.607 1.805 -0.884
C -4.195 1.939 -2.136
C -5.270 2.959 -2.382
C -3.757 1.099 -3.164
C -2.753 0.168 -2.973
C -2.189 0.027 -1.705
N -1.160 -0.860 -1.352
C -1.247 -2.156 -1.852
C -2.425 -2.681 -2.408
C -2.463 -3.983 -2.867
C -1.354 -4.826 -2.809
C -1.404 -6.235 -3.333
C -0.205 -4.321 -2.218
C -0.157 -3.024 -1.720
P 1.216 -2.279 -0.847
C 1.900 -3.454 0.383
C 2.736 -4.613 -0.156
C 0.766 -3.934 1.288
C 2.466 -2.034 -2.170
C 1.857 -1.203 -3.299
C 3.719 -1.366 -1.614
H -1.242 2.430 3.877
H -0.167 1.439 2.896
H -1.421 0.678 3.882
H -1.915 2.549 1.512
H -3.790 0.881 3.288
H -4.343 1.700 1.831
H -3.693 2.632 3.178
H -2.254 -1.956 0.620
H -2.577 -1.090 3.531
H -1.079 -1.677 2.800
H -2.485 -2.738 2.922
H -4.665 -0.728 2.046
H -4.524 -2.322 1.318
H -4.532 -0.886 0.294
H -3.915 2.463 -0.086
H -5.333 3.670 -1.561
H -6.247 2.483 -2.488
H -5.081 3.518 -3.299
H -4.188 1.210 -4.152
H -2.391 -0.433 -3.796
H -3.310 -2.065 -2.474
H -3.391 -4.356 -3.283
H -2.225 -6.362 -4.037
H -1.545 -6.956 -2.527
H -0.478 -6.495 -3.845
H 0.668 -4.956 -2.147
H 2.551 -2.801 0.971
H 2.125 -5.381 -0.628
H 3.256 -5.086 0.680
H 3.494 -4.289 -0.866
H 0.091 -4.606 0.755
H 0.189 -3.090 1.666
H 1.177 -4.468 2.146
H 2.703 -3.036 -2.546
H 1.471 -0.262 -2.912
H 1.043 -1.728 -3.798
H 2.626 -0.969 -4.036
H 3.468 -0.426 -1.127
H 4.419 -1.156 -2.425
H 4.222 -1.976 -0.868
Br 0.651 1.152 6.901
C 2.022 0.931 5.614
C 3.292 1.417 5.876
N 4.290 1.310 5.006
C 4.036 0.716 3.846
C 2.790 0.205 3.497
C 1.759 0.307 4.413
C 2.587 -0.425 2.145
O 3.560 -0.671 1.455
O 1.365 -0.755 1.852
H 3.512 1.900 6.819
H 4.854 0.643 3.142
H 0.787 -0.089 4.172
O 0.505 1.673 0.656
C 1.142 2.608 -0.189
C 2.482 2.156 -0.762
C 3.553 1.784 -0.011
C 4.738 1.602 -0.766
C 4.547 1.855 -2.089
S 2.929 2.296 -2.419
C 0.229 3.093 -1.297
C -0.086 2.482 -2.472
C -0.985 3.237 -3.271
C -1.378 4.386 -2.662
S -0.645 4.569 -1.132
C 1.523 3.801 0.684
C 2.036 4.995 0.268
C 2.412 5.841 1.343
C 2.189 5.264 2.554
S 1.517 3.702 2.392
H 3.504 1.693 1.057
H 5.680 1.298 -0.340
H 5.259 1.791 -2.891
H 0.324 1.535 -2.779
H -1.310 2.936 -4.252
H -2.052 5.137 -3.029
H 2.147 5.259 -0.770
H 2.841 6.822 1.217
H 2.378 5.674 3.529

The lowest unoccupied orbital energy (alpha / beta) comes out at -0.72 / -0.72 eV. As for the calculated total energy: -180598.019 eV. The value obtained for the orbital gap (alpha / beta) is 6.50 / 6.51 eV.

***

Record 6
A cluster of 4 separate species, C18H23BFN3O2 in total in a non-equilibrium geometry. Source: the Open Molecules 2025 dataset; level of theory: ωB97M-V with the def2-TZVPD basis set.

Atoms and positions in Å:
C -0.106 -1.992 4.178
C -0.037 -2.101 2.538
O -0.518 -3.400 1.998
C 1.504 -1.723 2.009
O 1.483 -0.243 1.818
B 2.427 0.174 0.762
F 3.900 0.061 1.095
H -0.042 -0.833 4.433
H -1.146 -2.425 4.510
H 0.794 -2.493 4.741
H -0.739 -1.233 2.117
H -1.321 -3.133 1.437
H 1.700 -2.306 0.995
H 2.282 -2.020 2.853
H 2.117 0.630 -0.298
N -1.660 0.018 -0.140
C -2.829 0.241 -0.780
C -3.549 1.420 -0.680
C -3.045 2.433 0.129
C -1.844 2.232 0.803
C -1.195 1.020 0.637
H -3.183 -0.580 -1.396
H -4.481 1.546 -1.219
H -3.582 3.371 0.234
H -1.425 3.001 1.441
H -0.253 0.816 1.139
N -4.296 -2.214 -2.466
C -4.222 -1.765 -3.738
C -5.201 -1.991 -4.693
C -6.323 -2.726 -4.325
C -6.427 -3.203 -3.022
C -5.398 -2.922 -2.137
H -3.326 -1.200 -3.978
H -5.090 -1.604 -5.700
H -7.110 -2.924 -5.046
H -7.288 -3.779 -2.704
H -5.435 -3.270 -1.109
N 7.242 2.459 1.693
C 6.134 2.092 1.013
C 5.720 2.690 -0.167
C 6.486 3.731 -0.680
C 7.632 4.133 -0.002
C 7.966 3.471 1.169
H 5.568 1.277 1.456
H 4.822 2.352 -0.672
H 6.193 4.225 -1.602
H 8.250 4.941 -0.375
H 8.853 3.746 1.733

The lowest unoccupied orbital energy comes out at 0.47 eV. As for the calculated total energy: -30997.124 eV. The value obtained for the orbital gap is 9.97 eV. The SMILES is C[C@H](O)COBF.c1ccncc1.c1ccncc1.c1ccncc1.

***

Record 7
A cluster of 2 separate species, C24H22BrO6S2 in total in a non-equilibrium geometry. Source: the Open Molecules 2025 dataset; level of theory: ωB97M-V with the def2-TZVPD basis set.

Atoms and positions in Å:
C -4.048 1.135 1.402
C -3.306 1.164 0.239
C -2.635 0.035 -0.177
C -2.706 -1.111 0.577
S -1.852 -2.586 0.038
C -0.579 -2.710 1.297
C -0.524 -3.828 1.971
S 0.615 -1.422 1.668
C 0.211 -1.045 3.380
C -0.743 -0.094 3.659
C -1.039 0.221 4.969
C -0.372 -0.415 5.995
C 0.579 -1.373 5.713
C 0.875 -1.683 4.402
O 1.991 -2.042 1.675
O 0.235 -0.188 0.890
O -2.807 -3.721 0.327
O -1.290 -2.321 -1.337
C -3.438 -1.149 1.739
C -4.106 -0.018 2.157
H -4.582 2.016 1.719
H -3.262 2.062 -0.352
H -2.049 0.033 -1.084
H 0.223 -3.992 2.723
H -1.205 -4.633 1.761
H -1.238 0.415 2.848
H -1.774 0.976 5.193
H -0.600 -0.169 7.019
H 1.103 -1.863 6.517
H 1.644 -2.402 4.168
H -3.495 -2.065 2.306
H -4.686 -0.037 3.063
C 1.950 -2.115 -3.647
C 2.042 -3.262 -2.657
O 1.299 -4.391 -3.058
C 1.549 -5.431 -2.192
C 0.605 -6.507 -2.190
C 0.623 -7.569 -1.270
C 1.708 -7.782 -0.391
C 1.719 -8.841 0.482
C 0.649 -9.714 0.530
Br 0.722 -11.202 1.690
C -0.449 -9.505 -0.284
C -0.472 -8.456 -1.174
O 2.510 -5.422 -1.428
H 2.332 -1.177 -3.239
H 2.506 -2.334 -4.558
H 0.913 -1.953 -3.939
H 3.081 -3.590 -2.505
H 1.644 -2.981 -1.669
H -0.193 -6.443 -2.905
H 2.535 -7.094 -0.410
H 2.552 -9.005 1.145
H -1.284 -10.182 -0.213
H -1.343 -8.276 -1.781

The lowest unoccupied orbital energy comes out at 1.55 eV. As for the calculated total energy: -129241.094 eV. The value obtained for the orbital gap is 3.98 eV. The charge is -1.

***

Record 8
An isolated molecule of C8H13NO4S in a non-equilibrium geometry. Source: the Open Molecules 2025 dataset; level of theory: ωB97M-V with the def2-TZVPD basis set.

Atoms and positions in Å:
C -0.314 -0.773 1.848
C -0.815 0.282 1.163
C -1.611 1.313 1.802
C 0.608 -2.012 -0.161
C 0.991 -0.620 -0.976
C 2.061 0.318 -0.562
C 1.156 -0.902 -2.495
C -3.106 3.066 1.559
N 0.395 -1.805 1.308
O -1.594 1.539 2.992
O -0.186 1.765 -1.010
O -0.600 -2.582 -0.719
O -2.459 1.885 0.957
S -0.628 0.436 -0.673
H -0.436 -0.864 2.880
H 1.384 -2.698 -0.037
H 2.914 0.144 -1.265
H 2.264 0.076 0.522
H 1.802 1.322 -0.624
H 0.509 -1.574 -2.891
H 2.111 -1.256 -2.612
H 0.825 0.028 -3.069
H -4.177 2.916 1.185
H -2.679 4.063 1.013
H -2.912 2.882 2.610
H 0.245 -2.745 1.645
H -1.398 -2.038 -0.875

The lowest unoccupied orbital energy comes out at 0.52 eV. As for the calculated total energy: -29018.975 eV. The value obtained for the orbital gap is 9.09 eV.

***

Among the records above, which one has the highest calculated total energy? C8H13NO4S

***

Number 1 is which compound? C3H7BS3

***

Copy entry 6 word for word.
A cluster of 4 separate species, C18H23BFN3O2 in total in a non-equilibrium geometry. Source: the Open Molecules 2025 dataset; level of theory: ωB97M-V with the def2-TZVPD basis set.

Atoms and positions in Å:
C -0.106 -1.992 4.178
C -0.037 -2.101 2.538
O -0.518 -3.400 1.998
C 1.504 -1.723 2.009
O 1.483 -0.243 1.818
B 2.427 0.174 0.762
F 3.900 0.061 1.095
H -0.042 -0.833 4.433
H -1.146 -2.425 4.510
H 0.794 -2.493 4.741
H -0.739 -1.233 2.117
H -1.321 -3.133 1.437
H 1.700 -2.306 0.995
H 2.282 -2.020 2.853
H 2.117 0.630 -0.298
N -1.660 0.018 -0.140
C -2.829 0.241 -0.780
C -3.549 1.420 -0.680
C -3.045 2.433 0.129
C -1.844 2.232 0.803
C -1.195 1.020 0.637
H -3.183 -0.580 -1.396
H -4.481 1.546 -1.219
H -3.582 3.371 0.234
H -1.425 3.001 1.441
H -0.253 0.816 1.139
N -4.296 -2.214 -2.466
C -4.222 -1.765 -3.738
C -5.201 -1.991 -4.693
C -6.323 -2.726 -4.325
C -6.427 -3.203 -3.022
C -5.398 -2.922 -2.137
H -3.326 -1.200 -3.978
H -5.090 -1.604 -5.700
H -7.110 -2.924 -5.046
H -7.288 -3.779 -2.704
H -5.435 -3.270 -1.109
N 7.242 2.459 1.693
C 6.134 2.092 1.013
C 5.720 2.690 -0.167
C 6.486 3.731 -0.680
C 7.632 4.133 -0.002
C 7.966 3.471 1.169
H 5.568 1.277 1.456
H 4.822 2.352 -0.672
H 6.193 4.225 -1.602
H 8.250 4.941 -0.375
H 8.853 3.746 1.733

The lowest unoccupied orbital energy comes out at 0.47 eV. As for the calculated total energy: -30997.124 eV. The value obtained for the orbital gap is 9.97 eV. The SMILES is C[C@H](O)COBF.c1ccncc1.c1ccncc1.c1ccncc1.